Record 1
{
  "formula": "C53H106BNO3P",
  "method": "the ωB97M-V functional and the def2-TZVPD basis",
  "species": ["C", "C", "P", "C", "B", "O", "C", "C", "C", "C", "C", "C", "N", "C", "C", "C", "C", "C", "C", "C", "O", "C", "C", "C", "C", "C", "C", "C", "O", "H", "H", "H", "H", "H", "H", "H", "H", "H", "H", "H", "H", "H", "H", "H", "H", "H", "H", "H", "H", "H", "H", "H", "H", "H", "H", "H", "H", "H", "H", "H", "H", "H", "H", "H", "H", "C", "C", "C", "C", "C", "C", "H", "H", "H", "H", "H", "H", "H", "H", "H", "H", "H", "H", "H", "H", "C", "C", "C", "C", "C", "C", "H", "H", "H", "H", "H", "H", "H", "H", "H", "H", "H", "H", "H", "H", "C", "C", "C", "C", "C", "C", "H", "H", "H", "H", "H", "H", "H", "H", "H", "H", "H", "H", "H", "H", "C", "C", "C", "C", "C", "C", "H", "H", "H", "H", "H", "H", "H", "H", "H", "H", "H", "H", "H", "H", "C", "C", "C", "C", "C", "C", "H", "H", "H", "H", "H", "H", "H", "H", "H", "H", "H", "H", "H", "H"],
  "coordinates": [[-0.425, -4.189, 0.618], [0.022, -2.668, 0.735], [1.164, -2.265, -0.717], [2.873, -2.084, 0.112], [0.810, -0.506, -1.431], [0.202, 0.542, -0.578], [-0.524, 1.341, -1.551], [-0.123, 0.982, -3.051], [0.919, 2.011, -3.660], [2.405, 1.505, -3.760], [3.416, 2.402, -2.914], [3.353, 2.101, -1.371], [3.973, 3.178, -0.563], [5.161, 2.858, 0.056], [5.493, 4.102, 0.759], [4.428, 5.093, 0.466], [3.438, 4.430, -0.410], [-1.253, 0.750, -4.140], [-2.435, 1.797, -4.171], [-1.968, 3.232, -4.684], [-3.256, 1.835, -2.983], [-3.232, 3.074, -2.294], [-4.030, 2.855, -0.933], [-5.021, 1.794, -0.898], [-5.736, 1.579, 0.361], [-5.396, 2.441, 1.490], [-4.409, 3.500, 1.442], [-3.695, 3.725, 0.175], [0.326, -0.382, -2.825], [0.495, -4.831, 0.718], [-0.836, -4.317, -0.415], [-1.124, -4.509, 1.434], [-0.840, -1.962, 0.828], [0.599, -2.600, 1.703], [2.964, -2.687, 1.049], [3.705, -2.225, -0.618], [2.922, -1.000, 0.437], [1.955, -0.076, -1.554], [-1.592, 1.137, -1.236], [-0.407, 2.419, -1.223], [0.916, 2.933, -3.016], [0.622, 2.363, -4.687], [2.566, 0.433, -3.501], [2.753, 1.622, -4.830], [4.445, 2.109, -3.272], [3.248, 3.492, -3.124], [2.266, 2.022, -1.079], [3.776, 1.084, -1.153], [5.697, 1.891, 0.018], [6.391, 4.263, 1.391], [4.347, 6.144, 0.826], [2.514, 4.844, -0.852], [-1.657, -0.288, -4.012], [-0.731, 0.760, -5.140], [-3.124, 1.436, -4.996], [-2.864, 3.870, -4.880], [-1.206, 3.700, -4.017], [-1.465, 3.098, -5.684], [-3.812, 3.894, -2.810], [-2.211, 3.406, -1.975], [-5.260, 1.124, -1.756], [-6.487, 0.759, 0.452], [-5.931, 2.246, 2.447], [-4.140, 4.135, 2.310], [-2.911, 4.504, 0.046], [-8.775, -0.340, 2.863], [-8.863, -1.080, 1.533], [-9.567, -0.273, 0.441], [-11.030, 0.073, 0.727], [-11.943, -1.125, 0.986], [-12.054, -2.068, -0.207], [-9.763, -0.126, 3.276], [-8.237, -0.947, 3.595], [-8.238, 0.605, 2.748], [-9.360, -2.043, 1.680], [-7.848, -1.310, 1.194], [-9.501, -0.826, -0.502], [-9.017, 0.660, 0.280], [-11.422, 0.642, -0.123], [-11.083, 0.748, 1.587], [-12.943, -0.752, 1.229], [-11.603, -1.681, 1.865], [-12.436, -1.540, -1.084], [-12.739, -2.886, 0.020], [-11.088, -2.508, -0.464], [3.825, -4.030, -3.477], [4.756, -5.142, -3.944], [5.890, -5.432, -2.961], [6.856, -4.269, -2.719], [7.545, -3.723, -3.970], [8.434, -4.749, -4.662], [4.350, -3.077, -3.377], [3.018, -3.885, -4.198], [3.373, -4.277, -2.514], [5.159, -4.895, -4.932], [4.169, -6.057, -4.074], [6.451, -6.303, -3.317], [5.458, -5.727, -1.999], [7.620, -4.598, -2.006], [6.322, -3.450, -2.227], [8.164, -2.868, -3.679], [6.806, -3.338, -4.678], [9.210, -5.112, -3.983], [8.924, -4.299, -5.528], [7.859, -5.607, -5.018], [-1.447, -3.702, 6.822], [-2.968, -3.791, 6.842], [-3.520, -4.893, 5.938], [-3.216, -4.726, 4.447], [-3.706, -3.419, 3.822], [-5.218, -3.262, 3.862], [-1.068, -3.456, 5.828], [-1.104, -2.922, 7.506], [-0.997, -4.647, 7.138], [-3.396, -2.821, 6.569], [-3.292, -3.990, 7.869], [-4.604, -4.957, 6.084], [-3.116, -5.857, 6.267], [-3.664, -5.568, 3.908], [-2.137, -4.809, 4.284], [-3.385, -3.394, 2.776], [-3.231, -2.562, 4.308], [-5.710, -4.085, 3.338], [-5.507, -2.328, 3.376], [-5.595, -3.231, 4.887], [-5.125, 9.706, 6.167], [-4.587, 8.324, 5.818], [-4.243, 8.167, 4.336], [-5.424, 8.318, 3.374], [-6.587, 7.355, 3.616], [-6.202, 5.891, 3.441], [-6.060, 9.921, 5.646], [-5.324, 9.774, 7.240], [-4.400, 10.483, 5.911], [-5.307, 7.561, 6.127], [-3.681, 8.144, 6.404], [-3.774, 7.190, 4.187], [-3.483, 8.909, 4.069], [-5.055, 8.180, 2.352], [-5.802, 9.344, 3.418], [-7.385, 7.593, 2.906], [-7.009, 7.509, 4.614], [-5.821, 5.708, 2.434], [-7.074, 5.251, 3.594], [-5.438, 5.585, 4.159], [11.018, -3.685, -1.167], [12.479, -4.010, -1.449], [13.320, -2.775, -1.774], [12.898, -2.015, -3.034], [12.889, -2.841, -4.320], [14.265, -3.375, -4.702], [10.527, -3.241, -2.035], [10.473, -4.597, -0.910], [10.927, -2.991, -0.327], [12.543, -4.742, -2.259], [12.905, -4.496, -0.565], [14.368, -3.078, -1.865], [13.279, -2.085, -0.925], [13.572, -1.161, -3.163], [11.902, -1.587, -2.885], [12.523, -2.209, -5.134], [12.182, -3.671, -4.236], [14.976, -2.556, -4.836], [14.208, -3.930, -5.641], [14.660, -4.053, -3.942]],
  "mulliken_charge": [-0.89, -0.56, 0.34, -0.86, 0.86, -0.63, -0.31, 2.15, -0.87, -0.59, -0.73, -0.21, 0.36, -0.27, -0.57, -0.61, -0.23, -1.78, 0.37, -1.36, -0.27, -0.16, 0.63, -0.73, -0.09, -0.64, -0.76, -0.65, -0.89, 0.26, 0.29, 0.16, 0.31, 0.25, 0.40, 0.07, 0.15, -0.55, -0.26, 0.13, 0.26, 0.38, 0.14, 0.38, 0.27, 0.27, 0.02, 0.13, 0.33, 0.34, 0.34, 0.36, 0.31, 0.35, 0.28, 0.44, 0.19, 0.42, 0.46, 0.08, 0.32, 0.35, 0.32, 0.62, 0.35, -1.17, -0.47, -0.58, -0.90, -0.38, -1.19, 0.37, 0.36, 0.22, 0.40, 0.39, 0.35, 0.36, 0.41, 0.33, 0.36, 0.23, 0.29, 0.38, 0.29, -0.95, -0.56, -0.84, -0.25, -0.48, -1.16, 0.19, 0.44, 0.20, 0.27, 0.37, 0.32, 0.40, 0.21, 0.18, 0.37, 0.33, 0.21, 0.37, 0.34, -1.16, -0.37, -0.77, -0.75, -0.12, -1.17, 0.27, 0.37, 0.29, 0.27, 0.35, 0.31, 0.41, 0.39, 0.27, 0.23, 0.26, 0.29, 0.32, 0.29, -1.19, -0.36, -0.62, -0.70, -0.48, -1.11, 0.28, 0.37, 0.29, 0.24, 0.37, 0.25, 0.38, 0.35, 0.32, 0.35, 0.28, 0.28, 0.39, 0.30, -0.95, -0.38, -0.75, -0.72, -0.08, -1.26, 0.08, 0.35, 0.35, 0.23, 0.36, 0.30, 0.38, 0.37, 0.32, 0.36, 0.06, 0.29, 0.39, 0.29],
  "gap_ev": 5.69,
  "total_charge": -1,
  "homo_ev": -3.49,
  "lumo_energy_ev": 2.2
}



Record 2
{
  "formula": "C53H33Cl5F15GeMgN7O3S2",
  "method": "the ωB97M-V functional and the def2-TZVPD basis",
  "species": ["Mg", "N", "C", "S", "N", "N", "C", "C", "C", "C", "C", "C", "C", "C", "C", "C", "C", "C", "N", "H", "H", "H", "H", "H", "H", "H", "H", "H", "H", "H", "Cl", "C", "C", "Cl", "C", "Cl", "C", "O", "C", "O", "C", "Cl", "C", "C", "C", "C", "C", "O", "C", "C", "C", "C", "C", "C", "Cl", "C", "C", "C", "N", "C", "N", "C", "N", "H", "H", "H", "H", "H", "H", "H", "H", "H", "H", "H", "H", "H", "H", "H", "H", "H", "H", "H", "H", "H", "H", "F", "C", "C", "C", "F", "C", "F", "C", "F", "C", "F", "Ge", "S", "C", "C", "F", "C", "F", "C", "F", "C", "F", "C", "F", "C", "C", "F", "C", "F", "C", "F", "C", "F", "C", "F"],
  "coordinates": [[-0.252, 0.277, 1.852], [3.631, -0.181, 2.936], [2.270, -0.169, 3.054], [1.410, -1.552, 2.547], [1.774, 0.882, 3.681], [0.433, 0.965, 3.698], [-0.152, 1.716, 4.572], [0.537, 2.522, 5.599], [-0.044, 2.660, 6.863], [0.603, 3.357, 7.871], [1.833, 3.953, 7.630], [2.406, 3.849, 6.370], [1.770, 3.139, 5.365], [-1.638, 1.714, 4.582], [-2.341, 2.903, 4.400], [-3.723, 2.865, 4.392], [-4.358, 1.649, 4.588], [-3.571, 0.520, 4.752], [-2.246, 0.542, 4.764], [3.977, -0.850, 2.270], [4.065, 0.729, 2.925], [-1.004, 2.197, 7.055], [0.146, 3.429, 8.851], [2.337, 4.497, 8.420], [3.359, 4.322, 6.166], [2.212, 3.058, 4.385], [-1.799, 3.825, 4.233], [-4.298, 3.766, 4.216], [-5.437, 1.577, 4.590], [-4.028, -0.458, 4.873], [-5.291, 3.548, -1.066], [-3.727, 3.105, -0.460], [-2.619, 3.880, -0.748], [-2.790, 5.306, -1.720], [-1.357, 3.513, -0.251], [0.034, 4.474, -0.624], [-1.180, 2.386, 0.554], [-0.046, 2.001, 1.039], [-2.341, 1.588, 0.873], [-2.164, 0.548, 1.638], [-3.571, 1.962, 0.341], [-4.953, 0.967, 0.695], [-3.951, -0.753, -5.045], [-3.313, -0.939, -3.660], [-1.934, -0.260, -3.731], [-4.133, -0.169, -2.618], [-3.193, -2.486, -3.353], [-2.112, -3.053, -4.096], [-4.399, -3.326, -3.853], [-5.838, -3.095, -3.351], [-6.118, -3.426, -1.903], [-6.666, -2.492, -1.031], [-6.935, -2.815, 0.293], [-6.656, -4.090, 0.748], [-6.984, -4.505, 2.400], [-6.119, -5.044, -0.102], [-5.863, -4.708, -1.420], [-2.963, -2.818, -1.862], [-1.774, -2.234, -1.289], [-1.692, -1.500, -0.172], [-0.443, -1.116, 0.012], [0.223, -1.671, -1.025], [-0.547, -2.359, -1.841], [-3.936, 0.305, -5.310], [-4.989, -1.089, -5.072], [-3.383, -1.305, -5.797], [-2.069, 0.769, -4.069], [-1.271, -0.759, -4.435], [-1.444, -0.208, -2.763], [-4.089, 0.897, -2.849], [-3.743, -0.288, -1.607], [-5.183, -0.460, -2.618], [-1.292, -2.860, -3.610], [-4.126, -4.366, -3.659], [-4.405, -3.219, -4.938], [-6.477, -3.751, -3.951], [-6.154, -2.074, -3.559], [-6.875, -1.484, -1.365], [-7.345, -2.069, 0.959], [-5.906, -6.038, 0.267], [-5.447, -5.455, -2.085], [-2.881, -3.905, -1.776], [-3.803, -2.480, -1.266], [-2.528, -1.257, 0.466], [1.282, -1.540, -1.182], [3.271, 2.546, -3.109], [4.586, 2.438, -3.271], [5.307, 1.506, -2.541], [6.659, 1.417, -2.812], [7.416, 0.491, -2.197], [7.291, 2.232, -3.735], [8.608, 2.121, -3.971], [6.548, 3.170, -4.426], [7.144, 3.972, -5.316], [5.187, 3.268, -4.204], [4.475, 4.161, -4.902], [4.431, 0.429, -1.049], [2.552, 0.913, -0.312], [4.535, -1.461, -1.772], [4.355, -2.512, -0.886], [4.309, -2.255, 0.427], [4.240, -3.827, -1.295], [4.127, -4.828, -0.416], [4.264, -4.111, -2.649], [4.163, -5.376, -3.069], [4.393, -3.087, -3.567], [4.413, -3.372, -4.877], [4.517, -1.784, -3.117], [4.640, -0.822, -4.046], [6.001, 0.565, 0.264], [6.863, -0.422, 0.710], [6.922, -1.613, 0.097], [7.752, -0.216, 1.752], [8.579, -1.192, 2.154], [7.810, 1.018, 2.370], [8.667, 1.227, 3.374], [6.999, 2.045, 1.924], [7.098, 3.256, 2.486], [6.117, 1.798, 0.887], [5.370, 2.819, 0.446]],
  "mulliken_charge": [1.18, -0.39, 0.29, -0.59, -0.83, 0.42, 0.50, 0.29, -0.30, -0.71, -0.35, -0.66, -0.36, 0.19, -0.48, -0.51, -0.47, -0.37, -0.53, 0.18, 0.23, 0.46, 0.37, 0.36, 0.39, 0.54, 0.50, 0.40, 0.41, 0.42, -0.25, 0.04, 0.45, -0.26, 0.22, -0.22, -0.40, -1.04, 0.77, -0.98, 0.46, -0.18, -2.23, 2.73, -2.07, -1.33, 1.58, -0.71, -2.09, -1.18, 0.17, 0.06, -0.83, 0.39, -0.25, -0.85, -0.04, -1.73, 1.24, -0.36, -0.07, -0.86, -1.18, 0.53, 0.29, 0.38, 0.52, 0.39, 0.24, 0.64, -0.18, 0.10, 0.59, 0.76, 0.44, 0.50, 0.45, 0.31, 0.41, 0.42, 0.39, 0.39, 0.58, 0.85, 0.43, -0.20, 0.17, -0.45, 0.53, -0.36, 0.08, -0.33, 0.74, -0.33, -0.14, -0.32, 0.96, -0.25, -0.69, 0.54, -0.28, -0.01, -0.33, 0.67, -0.34, 0.10, -0.33, 0.43, -0.31, -0.94, 0.52, -0.37, 0.18, -0.34, 0.69, -0.34, 0.09, -0.34, 0.56, -0.31],
  "gap_ev": 5.78,
  "total_charge": -2,
  "homo_ev": -2.37,
  "lumo_energy_ev": 3.4
}



Record 3
{
  "formula": "C53H37Cl2F8N2O6PS2V",
  "method": "the ωB97M-V functional and the def2-TZVPD basis",
  "species": ["V", "Cl", "C", "Cl", "H", "H", "O", "S", "O", "O", "C", "C", "C", "C", "C", "C", "P", "C", "C", "C", "C", "C", "C", "C", "C", "C", "C", "C", "C", "H", "H", "H", "H", "H", "H", "H", "H", "H", "H", "H", "H", "H", "H", "F", "C", "C", "C", "F", "C", "F", "C", "F", "C", "F", "O", "C", "N", "C", "C", "O", "N", "C", "C", "C", "C", "C", "C", "C", "C", "C", "C", "C", "C", "H", "H", "H", "H", "H", "H", "H", "H", "H", "H", "H", "F", "C", "F", "F", "O", "S", "C", "C", "C", "C", "C", "C", "C", "C", "C", "C", "C", "C", "H", "H", "H", "H", "H", "H", "H", "H", "H", "H"],
  "coordinates": [[1.360, -0.685, -0.192], [2.441, -4.265, 1.173], [1.162, -5.109, 2.040], [-0.452, -4.753, 1.398], [1.185, -4.794, 3.078], [1.320, -6.179, 1.948], [3.211, 0.337, -1.259], [4.233, -0.228, -0.365], [5.398, -0.799, -0.983], [3.558, -1.039, 0.660], [4.817, 1.190, 0.564], [6.173, 1.488, 0.544], [6.656, 2.583, 1.244], [5.776, 3.384, 1.959], [4.423, 3.084, 1.968], [3.920, 1.981, 1.280], [2.096, 1.624, 1.301], [1.589, 3.362, 0.966], [1.049, 4.245, 1.892], [0.800, 5.569, 1.544], [1.097, 6.023, 0.269], [1.623, 5.140, -0.666], [1.859, 3.819, -0.326], [1.780, 1.464, 3.095], [0.442, 1.459, 3.496], [0.103, 1.279, 4.828], [1.095, 1.066, 5.775], [2.424, 1.031, 5.380], [2.766, 1.230, 4.048], [6.827, 0.846, -0.031], [7.715, 2.814, 1.229], [6.140, 4.247, 2.504], [3.740, 3.720, 2.518], [0.824, 3.908, 2.896], [0.373, 6.243, 2.278], [0.901, 7.054, -0.001], [1.837, 5.476, -1.674], [2.250, 3.127, -1.063], [-0.332, 1.561, 2.744], [-0.942, 1.266, 5.114], [0.832, 0.900, 6.813], [3.202, 0.831, 6.106], [3.804, 1.174, 3.749], [1.881, -1.694, 2.896], [0.531, -1.607, 2.733], [0.008, -1.182, 1.526], [-1.373, -1.106, 1.543], [-2.058, -0.731, 0.449], [-2.167, -1.399, 2.644], [-3.513, -1.278, 2.597], [-1.574, -1.831, 3.815], [-2.326, -2.130, 4.897], [-0.200, -1.948, 3.858], [0.396, -2.362, 5.001], [3.108, -2.770, -1.950], [1.948, -3.127, -1.953], [1.502, -4.243, -2.675], [0.058, -4.272, -2.682], [-0.245, -3.166, -1.613], [-1.380, -2.974, -1.222], [0.899, -2.539, -1.279], [-0.512, -5.593, -2.204], [-1.889, -5.807, -2.234], [-2.431, -6.983, -1.742], [-1.607, -7.970, -1.215], [-0.237, -7.761, -1.177], [0.306, -6.578, -1.662], [-0.495, -3.856, -4.041], [-0.851, -2.536, -4.307], [-1.268, -2.170, -5.580], [-1.339, -3.110, -6.599], [-0.987, -4.428, -6.340], [-0.571, -4.794, -5.069], [2.032, -4.468, -3.501], [-2.533, -5.028, -2.622], [-3.505, -7.126, -1.761], [-2.033, -8.888, -0.827], [0.417, -8.515, -0.755], [1.371, -6.394, -1.609], [-0.801, -1.784, -3.530], [-1.532, -1.137, -5.770], [-1.666, -2.817, -7.590], [-1.040, -5.172, -7.127], [-0.309, -5.826, -4.862], [0.302, 1.804, -1.806], [0.234, 0.399, -1.798], [-1.117, 0.186, -2.074], [0.814, 0.087, -3.028], [-1.297, 2.148, 0.721], [-2.391, 2.995, 1.241], [-3.902, 2.416, 0.448], [-5.137, 2.882, 0.871], [-6.282, 2.421, 0.240], [-6.176, 1.495, -0.792], [-4.931, 1.033, -1.194], [-3.775, 1.492, -0.575], [-2.305, 4.518, 0.280], [-2.790, 5.712, 0.785], [-2.720, 6.855, -0.001], [-2.162, 6.787, -1.269], [-1.658, 5.584, -1.751], [-1.718, 4.438, -0.975], [-5.205, 3.592, 1.688], [-7.255, 2.772, 0.562], [-7.071, 1.125, -1.277], [-4.845, 0.297, -1.983], [-2.797, 1.128, -0.862], [-3.211, 5.750, 1.783], [-3.093, 7.798, 0.382], [-2.103, 7.680, -1.881], [-1.198, 5.539, -2.731], [-1.295, 3.494, -1.307]],
  "lowdin_spin": [2.80, 0.00, 0.00, 0.00, 0.00, 0.00, 0.02, 0.00, 0.00, 0.03, 0.00, 0.00, 0.00, 0.00, 0.00, 0.00, 0.01, 0.00, 0.00, 0.00, 0.00, 0.00, 0.00, 0.00, 0.00, 0.00, 0.00, 0.00, 0.00, 0.00, 0.00, 0.00, 0.00, 0.00, 0.00, 0.00, 0.00, 0.00, 0.00, 0.00, 0.00, 0.00, 0.00, 0.00, 0.01, 0.02, 0.01, 0.01, 0.00, 0.00, 0.01, 0.00, 0.00, 0.00, 0.00, 0.01, 0.00, 0.00, 0.01, 0.01, 0.02, 0.00, 0.00, 0.00, 0.00, 0.00, 0.00, 0.00, 0.00, 0.00, 0.00, 0.00, 0.00, 0.00, 0.00, 0.00, 0.00, 0.00, 0.00, 0.00, 0.00, 0.00, 0.00, 0.00, 0.00, 0.01, 0.01, 0.00, 0.00, 0.00, 0.00, 0.00, 0.00, 0.00, 0.00, 0.00, 0.00, 0.00, 0.00, 0.00, 0.00, 0.00, 0.00, 0.00, 0.00, 0.00, 0.00, 0.00, 0.00, 0.00, 0.00, 0.00],
  "multiplicity": 4,
  "gap_ev": [5.27, 7.09],
  "total_charge": -2,
  "homo_ev": [-1.59, -3.41],
  "lumo_energy_ev": [3.7, 3.7]
}



E_tot values (in eV) by entry order: -74277.898, -259082.061, -174262.525.
M values (in g mol⁻¹) by entry order: 847.22, 1439.18, 1166.83.
Energy relative to the best compared isomer or geometry (same formula, charge and spin) values (in kJ/mol) by entry order: 342.3, 71.2, 38.9.